{
  "formula": "C31H41N4O",
  "method": "ωB97M-V/def2-TZVPD",
  "homo_energy_ev": -10.191,
  "total_charge": 1,
  "orbital_gap_ev": 6.4,
  "species": ["C", "C", "C", "C", "C", "C", "N", "C", "C", "C", "C", "C", "C", "C", "C", "C", "C", "O", "N", "C", "C", "C", "C", "C", "C", "H", "H", "H", "H", "H", "H", "H", "H", "H", "H", "H", "H", "H", "H", "H", "H", "H", "H", "H", "H", "H", "H", "H", "C", "C", "C", "N", "C", "C", "C", "C", "C", "N", "C", "H", "H", "H", "H", "H", "H", "H", "H", "H", "H", "H", "H", "H", "H", "H", "H", "H", "H"],
  "xyz": [[-6.2441, -1.6110, 0.5507], [-5.2152, -0.5223, 0.6011], [-4.2092, -0.5603, 1.5703], [-3.2517, 0.4542, 1.6575], [-2.2598, 0.4299, 2.7757], [-3.2704, 1.4684, 0.6946], [-2.3654, 2.5651, 0.7960], [-0.9967, 2.5696, 0.6579], [-0.2248, 1.4101, 0.2099], [1.2097, 1.4939, 0.1859], [2.0467, 0.3865, 0.3026], [3.4468, 0.6465, 0.7475], [3.9775, -0.0670, 1.8319], [5.2968, 0.1546, 2.2347], [6.0941, 1.0959, 1.5673], [5.5282, 1.8760, 0.5554], [4.1815, 1.7120, 0.2030], [-0.8283, 0.3726, -0.2025], [-0.5924, 3.8293, 0.9506], [0.7530, 4.3716, 0.9963], [-1.6941, 4.6193, 1.2444], [-2.7853, 3.8488, 1.1611], [-4.2892, 1.5570, -0.2579], [-4.3726, 2.6946, -1.2225], [-5.2509, 0.5435, -0.2996], [-7.0206, -1.3711, -0.1818], [-5.7937, -2.5727, 0.2711], [-6.7195, -1.7470, 1.5305], [-4.1769, -1.3785, 2.2928], [-2.0399, 1.4240, 3.1809], [-2.6717, -0.1758, 3.5926], [-1.3176, -0.0424, 2.4684], [1.6282, 2.4549, -0.0851], [1.6443, -0.5812, 0.6117], [3.3491, -0.8024, 2.3416], [5.7057, -0.3976, 3.0785], [7.1302, 1.2634, 1.8685], [6.1125, 2.6428, 0.0445], [3.7308, 2.3855, -0.5331], [0.6826, 5.3365, 1.5072], [1.4349, 3.7290, 1.5639], [1.1479, 4.5563, -0.0110], [-1.5853, 5.6655, 1.4838], [-3.8232, 4.0903, 1.3275], [-5.0952, 2.4285, -2.0016], [-4.7339, 3.6218, -0.7570], [-3.4162, 2.9049, -1.7157], [-6.0392, 0.5970, -1.0528], [-1.1403, -3.8415, 0.2400], [-0.0710, -4.4989, 1.1440], [1.2788, -4.2648, 0.4435], [1.0313, -3.2269, -0.5250], [1.9873, -3.1256, -1.5657], [1.8205, -1.8507, -2.3684], [2.8540, -1.6809, -3.4690], [2.9811, -0.1646, -3.6478], [2.3646, 0.4828, -2.4080], [1.8698, -0.6176, -1.5515], [-0.3716, -3.1540, -0.9020], [-1.8281, -4.5874, -0.1711], [-1.7245, -3.0936, 0.7870], [-0.0516, -4.0190, 2.1265], [-0.2593, -5.5670, 1.2791], [2.0688, -3.9392, 1.1375], [1.6374, -5.2043, -0.0243], [3.0077, -3.1883, -1.1539], [1.8934, -3.9528, -2.3066], [0.8145, -1.8855, -2.8226], [3.8008, -2.1389, -3.1655], [2.5215, -2.2050, -4.3724], [4.0226, 0.1414, -3.7896], [2.4087, 0.1607, -4.5208], [3.1096, 1.0617, -1.8645], [1.5338, 1.1597, -2.6560], [0.8911, -0.4072, -1.3167], [-0.5753, -3.6567, -1.8711], [-0.6935, -2.1069, -1.0227]],
  "forces_ev_per_angstrom": [[-0.2402, -0.1884, -0.0477], [0.2117, 0.0551, -0.0114], [0.1137, 0.5001, -0.1960], [-0.1766, -0.1973, -0.2160], [0.1983, -0.3211, 0.3796], [-1.1420, -0.5845, 0.1476], [1.3326, 1.2195, 0.2079], [-2.2359, 1.3031, 0.5104], [0.7308, -3.1431, -1.9012], [-0.2641, 0.1118, -0.3162], [-0.3122, 0.0687, 2.1130], [-0.1753, 0.3731, -0.3321], [0.2636, -0.2170, -0.4571], [-0.0421, 0.2809, -0.0963], [-0.3935, -0.0284, 0.0304], [-0.4335, 0.1612, 0.0591], [0.6980, -0.3989, -0.0243], [0.6194, 2.0286, 1.2731], [-0.4890, -0.4158, -0.0478], [0.6178, 0.5938, 0.1505], [0.7951, -0.0085, -0.0721], [-0.0907, -1.1515, -0.2476], [0.0878, -0.4136, 0.1551], [-0.2515, 0.1976, -0.5583], [0.2866, 0.0097, 0.2496], [0.0859, -0.1166, 0.1432], [-0.0703, 0.2209, 0.0430], [0.0862, 0.0348, -0.2183], [-0.0629, 0.2448, -0.1658], [-0.0213, -0.1120, -0.1123], [0.1929, 0.1936, -0.1330], [-0.1163, 0.1452, 0.0064], [0.1992, -0.1824, 0.5028], [-0.0822, 0.5727, 0.3658], [0.2951, 0.1310, -0.2076], [-0.0910, 0.0776, -0.1974], [-0.3345, -0.1478, -0.1195], [-0.0976, -0.1966, 0.2540], [0.2757, -0.3313, 0.2239], [0.0515, -0.2006, -0.1063], [-0.3006, 0.1012, -0.2003], [-0.1271, -0.1678, 0.2569], [0.0089, -0.1419, 0.0027], [0.1252, -0.1768, 0.0170], [0.1806, 0.1857, 0.0838], [0.1102, -0.2034, -0.1105], [-0.1235, -0.0105, 0.1399], [0.1975, -0.0360, 0.2264], [0.0304, 0.0702, -0.0977], [0.1446, 0.1805, 0.0815], [-0.0293, -0.5859, 0.1317], [-0.3109, 0.6695, 0.6110], [0.4890, -0.0272, -0.7555], [-0.1456, -0.3177, -0.0569], [0.0859, -0.2214, 0.0655], [-0.0628, 0.1474, -0.6230], [-0.0895, 0.0724, -0.2291], [-0.8070, 0.7615, -0.5075], [-0.2093, -0.1222, -0.2570], [0.0488, 0.1819, 0.1634], [0.0279, -0.2466, -0.0268], [-0.1182, -0.1642, -0.0715], [0.0311, 0.1982, 0.0997], [-0.1839, -0.1536, -0.0976], [-0.1147, 0.2084, -0.0167], [-0.2690, 0.1343, -0.0259], [0.0501, -0.0054, 0.2018], [0.2373, 0.0325, 0.0013], [-0.0294, 0.1261, 0.0121], [0.1684, 0.2139, 0.1117], [-0.2346, -0.0301, -0.0301], [0.2331, -0.0721, -0.0470], [-0.0774, -0.0852, -0.1401], [0.3027, -0.1490, -0.1285], [0.4771, -0.2569, -0.0893], [0.1591, -0.0079, 0.2347], [0.1057, -0.2701, 0.0389]]
}